The following is a quantum chemistry calculation of a cluster of 11 separate species, C24H48Br20O2S in total in a non-equilibrium geometry, from the OMol25 dataset.

Geometry as XYZ:
```
95
Properties=species:S:1:pos:R:3:forces:R:3:lowdin_charge:R:1
H 21.235 -15.903 -10.722 0.18 -0.40 0.16 0.04
H 20.380 -19.715 -5.339 -0.33 0.06 0.11 0.09
H 21.690 -14.866 -7.839 -0.19 -0.53 0.15 0.06
H 16.271 -15.013 -13.794 0.27 0.19 -0.10 0.07
H 17.729 -20.955 -8.359 0.05 -0.09 0.07 0.06
H 21.380 -20.074 -0.335 -0.14 0.00 -0.22 0.05
O 18.977 -21.982 -6.276 0.78 -0.07 -0.19 -0.40
C 21.321 -25.817 -5.886 0.43 -0.36 0.54 -0.64
Br 20.427 -27.523 -5.388 0.51 0.60 -0.44 0.57
H 15.228 -18.319 -9.066 0.10 -0.09 -0.07 0.02
C 15.142 -18.349 -2.698 1.61 -0.48 1.21 -0.66
C 16.213 -19.972 -13.457 0.06 -0.33 0.70 -0.73
Br 22.512 -25.485 -3.233 -0.30 0.23 -0.47 0.60
H 12.755 -21.790 -6.410 0.05 -0.09 -0.03 0.04
H 22.299 -19.092 -9.703 0.14 -0.09 0.12 -0.04
H 15.305 -18.078 -1.654 -0.34 0.32 -0.07 0.05
Br 24.494 -18.968 -11.635 -0.24 -0.24 -0.20 0.59
H 15.213 -20.228 -13.104 -0.21 0.18 -0.59 0.06
Br 16.258 -19.123 -15.195 -0.32 0.12 0.12 0.67
C 13.589 -19.726 -8.642 0.06 0.18 -0.75 -0.69
C 16.891 -15.580 -11.795 -0.17 0.17 -0.35 -0.63
Br 23.126 -21.313 0.933 -0.30 0.04 -0.19 0.59
Br 25.252 -22.554 -2.406 0.01 0.18 0.31 0.64
Br 23.214 -16.818 -8.492 -0.56 0.60 0.01 0.64
H 19.593 -18.561 -8.812 -0.03 -0.50 -0.52 0.08
C 19.013 -18.668 -6.841 -0.33 -0.51 0.64 -0.21
H 20.782 -25.403 -6.727 -0.43 0.17 0.08 0.06
Br 15.876 -21.791 -6.151 -0.28 -0.29 0.28 0.66
Br 17.390 -21.847 -11.700 -0.14 -0.02 -0.74 0.61
C 22.082 -19.902 -10.391 -0.09 0.38 -0.27 -0.67
H 17.494 -14.732 -11.487 0.23 -0.12 -0.07 -0.02
H 25.915 -21.066 -4.341 -0.12 0.21 0.55 0.06
H 12.525 -19.735 -8.858 -0.03 -0.20 0.15 0.04
H 16.542 -22.018 -14.127 -0.35 -0.05 0.46 0.06
H 21.566 -23.873 -4.946 0.63 -0.13 -0.18 0.03
C 21.334 -24.905 -4.685 -0.89 0.52 -0.05 -0.73
C 14.188 -18.502 -9.307 -0.51 0.11 0.35 -0.67
H 19.100 -20.811 -9.480 0.19 -0.27 0.03 0.04
Br 20.914 -19.072 -11.727 -0.18 0.03 0.08 0.61
C 16.855 -15.791 -13.311 -0.06 -0.33 1.33 -0.69
Br 19.898 -13.974 -10.184 0.04 -0.20 0.43 0.65
C 22.017 -20.890 -0.652 0.79 -0.52 0.10 -0.66
Br 18.670 -15.837 -13.984 -0.29 -0.05 -0.28 0.62
H 23.014 -21.044 -11.932 0.30 0.17 -0.23 0.05
H 14.092 -18.298 -2.946 0.01 -0.23 -0.24 0.06
H 16.608 -19.311 -12.687 0.30 0.26 -0.39 -0.01
C 23.315 -20.432 -11.087 0.01 0.01 0.39 -0.67
Br 11.676 -22.639 -4.330 0.28 0.09 -0.16 0.61
H 23.967 -21.011 -10.437 -0.29 -0.11 0.21 0.05
H 14.002 -18.463 -10.374 0.16 -0.13 -0.04 0.05
C 17.024 -21.228 -13.553 0.62 -0.65 0.06 -0.66
Br 15.860 -20.187 -2.619 -0.57 0.05 -0.29 0.61
H 23.048 -21.980 -4.196 -0.59 0.38 -0.07 0.01
Br 20.332 -21.936 -2.762 0.17 0.13 0.20 0.66
C 23.743 -21.159 -4.337 0.69 -1.15 -0.56 -0.67
H 20.326 -24.789 -4.289 0.06 -0.41 0.31 0.04
C 20.151 -19.565 -6.391 0.28 -0.99 -0.89 -0.24
H 14.184 -23.634 -5.808 0.40 -0.14 0.11 0.06
H 21.969 -22.994 -1.193 -0.08 -0.08 0.07 0.02
H 18.104 -18.820 -6.254 0.12 -0.03 0.21 0.07
H 25.420 -22.594 -4.835 -0.90 -0.11 -0.22 0.05
O 20.995 -21.687 -7.811 -0.16 -0.45 0.49 -0.39
H 22.338 -25.989 -6.235 -0.09 -0.51 0.13 0.06
H 13.282 -20.841 -5.017 0.02 -0.06 0.14 0.04
C 18.728 -20.538 -8.499 -0.25 0.17 0.41 -0.22
H 17.128 -17.742 -3.497 -0.13 -0.64 -0.08 0.05
H 20.509 -22.324 -0.322 0.08 -0.52 -0.05 0.05
H 16.346 -16.743 -13.461 0.32 -0.03 -0.52 0.00
Br 13.180 -16.970 -8.577 0.25 -0.04 -0.08 0.60
Br 23.547 -20.486 -6.183 0.22 -0.13 0.74 0.70
C 18.741 -19.041 -8.311 0.88 1.75 0.39 -0.26
H 23.604 -20.360 -3.621 -0.17 0.16 -0.14 0.05
H 19.356 -17.644 -6.690 -0.34 0.15 -0.32 0.12
H 22.764 -20.589 -1.380 -0.20 0.16 -0.11 0.01
H 16.007 -16.470 -3.281 -0.44 -0.01 -0.27 0.06
Br 15.435 -17.710 -5.427 0.46 0.25 0.45 0.60
C 22.012 -15.274 -8.794 0.27 0.56 -0.17 -0.66
C 16.066 -17.527 -3.551 -0.67 0.75 -0.73 -0.65
H 15.880 -15.393 -11.433 0.01 -0.41 0.15 0.06
Br 17.646 -17.164 -10.887 -0.45 0.70 -0.35 0.69
C 21.292 -22.159 -1.056 -0.33 0.78 0.15 -0.66
Br 14.312 -21.369 -9.480 -0.19 0.63 0.37 0.57
H 21.073 -19.287 -6.904 0.02 0.23 0.12 0.04
C 20.884 -15.620 -9.736 0.17 0.24 -0.29 -0.67
H 17.987 -21.126 -14.051 0.12 0.45 0.39 0.05
H 22.607 -14.468 -9.222 0.27 -0.32 -0.17 0.05
H 20.197 -16.363 -9.345 -0.15 0.12 -0.02 0.01
H 17.880 -18.488 -8.682 -0.23 -0.48 0.09 0.03
S 19.797 -21.187 -7.168 -0.63 0.84 -0.51 0.65
C 25.112 -21.787 -4.174 1.10 0.47 -0.51 -0.71
H 14.635 -22.858 -4.241 0.21 -0.09 -0.05 0.04
C 14.381 -22.704 -5.284 -0.75 0.40 -0.22 -0.66
C 13.129 -21.850 -5.392 0.06 0.20 0.04 -0.70
H 21.468 -20.646 -9.892 0.30 -0.25 -0.10 0.03
H 13.761 -19.692 -7.570 0.17 -0.43 -0.01 0.02
```
Forces are in eV/Å.

Computed properties:
SMILES   O=S1(=O)CCCC1.BrCCBr.BrCCBr.BrCCBr.BrCCBr.BrCCBr.BrCCBr.BrCCBr.BrCCBr.BrCCBr.BrCCBr
Strongest force on any atom   2.073 eV/Å
ΔE to the lowest compared entry with this formula, charge and spin   0.0 kJ/mol
Energy   -52972.2250 Ha

The following is a quantum chemistry calculation of a cluster of 4 separate species, C24H48BrF3N3O4P in total in a non-equilibrium geometry, from the OMol25 dataset.

Geometry as XYZ:
```
84
Properties=species:S:1:pos:R:3:forces:R:3:lowdin_charge:R:1
H -2.523 -5.028 -2.842 0.02 0.04 0.05 0.06
H 6.345 -3.970 7.194 -0.02 0.04 0.03 0.08
H 4.438 -2.556 3.623 0.04 -0.03 0.04 0.09
H 0.562 -0.956 -1.013 0.00 -0.07 -0.07 0.10
H -2.427 -3.479 -1.295 -0.10 -0.07 0.00 0.08
H 5.103 -1.292 4.702 0.08 -0.11 -0.05 0.08
H 0.757 3.980 1.201 -0.13 0.02 -0.05 0.04
Br 0.135 4.676 -1.449 0.06 0.05 -0.19 0.72
C -1.466 5.533 -5.210 -0.23 0.06 -0.15 -0.44
N -2.399 5.881 -4.136 0.08 -0.18 0.02 0.04
H 1.015 -5.605 -2.457 0.00 -0.06 -0.08 0.07
H -3.663 1.499 -0.633 -0.16 -0.16 -0.10 0.16
O 3.203 -1.978 5.200 0.04 -0.06 -0.11 -0.20
C 0.594 -0.064 2.732 -0.12 0.05 -0.20 -0.07
H -1.533 3.177 0.790 -0.24 0.08 0.19 0.08
H -3.319 5.540 -4.404 -0.03 0.09 -0.02 0.07
H 1.163 2.572 -2.183 -0.05 0.03 -0.23 0.03
C 1.083 -1.616 0.968 -0.18 0.25 -0.09 -0.07
H -1.369 7.474 -6.147 -0.04 0.00 0.04 0.07
C -3.387 3.762 -7.045 -0.13 -0.08 0.11 -0.11
H -0.895 3.816 -6.436 -0.03 0.07 -0.05 0.12
H -2.158 5.336 -3.314 0.03 0.08 0.11 0.02
H -0.599 -7.241 -2.032 0.04 -0.01 0.06 0.13
H 2.784 3.351 -0.725 0.09 0.01 -0.10 0.10
N 4.168 -2.422 7.895 -0.19 -0.04 -0.07 0.04
C -3.159 1.778 0.286 0.38 0.31 0.70 -0.33
H 0.122 -6.126 -0.096 0.01 0.05 0.00 0.12
N 0.073 -5.430 -2.797 0.09 -0.03 0.18 0.04
C -1.701 6.466 -6.395 0.13 0.07 -0.03 -0.07
C -1.528 4.041 -5.567 0.17 -0.05 0.15 -0.21
H 2.256 -3.465 6.151 -0.01 0.06 -0.01 0.12
C -1.931 2.621 -0.057 0.54 -0.29 0.06 -0.34
H -2.756 6.532 -6.660 -0.02 -0.06 0.01 0.06
C 1.079 -1.305 2.321 -0.11 0.29 -0.33 -0.08
H -2.916 -4.477 0.107 -0.01 -0.04 -0.04 0.09
F -3.542 3.019 2.267 0.22 -0.06 0.48 0.15
H -1.624 -6.290 0.070 -0.07 0.02 -0.07 0.12
C 0.790 2.851 -1.207 0.17 -0.37 0.65 -0.83
H 2.310 1.803 -0.104 -0.13 -0.22 -0.06 0.10
H 6.124 -2.583 6.147 -0.05 0.03 -0.03 0.06
F -5.227 1.984 1.433 -0.52 -0.35 0.14 0.17
C -0.884 -6.186 -1.985 -0.13 0.23 -0.07 -0.43
C -0.834 -5.785 -0.503 0.15 -0.14 0.04 -0.21
H -2.116 -2.911 0.345 0.04 -0.02 0.01 0.08
C 0.098 0.849 1.804 0.15 -0.52 0.08 -0.12
C 4.196 -1.682 4.234 -0.11 0.22 0.04 -0.11
O -2.832 3.529 -5.765 0.02 0.03 -0.10 -0.19
C -2.153 -3.799 -0.287 0.14 0.20 0.05 -0.10
O -0.867 -4.393 -0.262 -0.06 -0.02 0.00 -0.20
C 4.270 -3.472 6.878 0.16 0.21 -0.09 -0.43
H -2.800 0.778 1.942 0.16 0.09 0.05 0.10
H 1.434 -2.574 0.618 0.05 -0.13 0.02 0.10
H 3.795 -0.904 3.583 -0.03 -0.02 0.00 0.08
C 0.585 -0.701 0.038 0.00 -0.03 0.26 -0.10
H 0.594 0.183 3.784 0.00 0.04 0.10 0.11
C 0.080 0.533 0.442 0.21 0.28 0.48 -0.41
C -2.270 -6.063 -2.612 -0.06 -0.14 -0.04 -0.07
H 1.789 2.755 1.931 -0.02 0.02 0.04 0.06
H -2.623 3.729 -7.827 0.02 0.05 0.00 0.09
H -1.123 3.478 -4.722 -0.06 -0.01 0.02 0.11
H 4.218 -1.524 7.420 0.09 0.00 0.03 0.07
C 5.718 -3.561 6.403 0.06 -0.14 0.02 -0.07
O -2.873 0.597 1.000 -0.24 -0.28 -0.26 0.00
H 2.480 4.238 1.325 0.05 0.16 0.01 0.07
H -0.080 -4.441 -2.614 -0.05 0.00 -0.08 0.07
H -2.239 3.330 -0.817 0.04 0.24 -0.04 0.05
C 1.722 3.487 1.129 0.21 -0.28 0.14 -0.12
H -2.304 -6.616 -3.550 0.04 0.03 -0.01 0.08
H -4.114 2.973 -7.236 0.03 -0.02 0.03 0.09
C -4.115 2.629 1.120 0.22 0.33 -0.77 -0.62
F -4.457 3.748 0.463 -0.11 0.11 -0.14 0.15
H 1.438 -2.009 3.056 0.07 -0.07 0.08 0.09
H 5.809 -4.212 5.531 0.00 0.03 -0.01 0.08
C 1.965 2.825 -0.235 0.14 0.79 0.01 -0.34
H -3.040 -6.470 -1.954 0.00 0.03 0.01 0.08
P -0.589 1.623 -0.856 -0.73 -0.42 -0.89 1.03
C 3.254 -3.284 5.742 -0.16 -0.13 0.11 -0.21
H -0.280 1.799 2.154 -0.06 0.03 0.00 0.10
H 4.027 -4.424 7.359 -0.08 -0.01 -0.02 0.13
H 3.413 -4.022 4.944 0.09 0.01 0.00 0.12
H -0.453 5.722 -4.842 0.02 -0.08 0.03 0.13
H -3.913 4.719 -7.086 0.07 0.04 -0.09 0.08
H -1.144 6.136 -7.275 -0.03 -0.01 -0.01 0.08
H 3.237 -2.438 8.303 0.05 -0.05 0.08 0.07
```
Forces are in eV/Å.

Computed properties:
SMILES   CC[C@H](Br)P(C[C@@H](O)C(F)(F)F)c1ccccc1.COC[C@@H](C)N.COC[C@@H](C)N.COC[C@@H](C)N
Strongest force on any atom   1.227 eV/Å
Energy   -4623.4074 Ha